# 1
The following is a DFT calculation (ωB97M-V/def2-TZVPD) of 7 unconnected molecules or ions with the total composition H14O7.

Geometry as XYZ:
```
21
Properties=species:S:1:pos:R:3:forces:R:3
O 2.318 -2.868 1.424 0.0 0.1 -0.2
H 1.655 -3.252 0.839 0.0 0.0 0.1
H 3.137 -2.902 0.918 0.0 -0.1 0.0
O 1.557 1.972 2.169 0.1 0.3 -0.1
H 1.691 2.914 2.319 0.0 -0.1 0.0
H 1.020 1.922 1.368 -0.1 -0.3 0.2
O -3.299 1.058 1.037 0.0 -0.1 -0.2
H -2.467 0.618 0.818 0.0 0.1 0.2
H -3.927 0.743 0.378 0.0 0.0 0.1
O -1.447 -0.781 -1.303 -0.1 -0.6 -0.6
H -2.207 -1.374 -1.393 0.1 0.0 0.2
H -0.762 -1.171 -1.868 -0.1 0.1 0.0
O 2.988 0.140 -0.516 0.1 -0.1 -0.1
H 3.409 0.978 -0.732 -0.1 0.0 0.1
H 3.583 -0.274 0.118 -0.1 0.1 0.1
O -2.545 1.144 -2.956 0.0 -0.3 0.2
H -2.828 1.817 -2.327 0.1 0.0 0.0
H -2.148 0.438 -2.405 -0.2 0.7 -0.3
O -0.091 -0.160 0.983 -0.1 -0.2 -0.6
H -0.415 -0.384 0.086 0.2 0.2 0.8
H 0.777 -0.580 1.043 0.0 0.2 0.2
```
Positions in Å, forces in eV/Å.

SMILES: O.O.O.O.O.O.O
Electronic energy (hartree): -535.05507
LUMO energy (eV): -0.14
HOMO-LUMO gap (eV): 10.8


# 2
The following is a DFT calculation (ωB97M-V/def2-TZVPD) of 10 unconnected molecules or ions with the total composition C10H40N20O10 in a non-equilibrium geometry.

Geometry as XYZ:
```
80
Properties=species:S:1:pos:R:3:forces:R:3
N 2.742 0.993 -3.084 -2.1 -0.8 0.9
C 1.617 1.282 -2.293 -1.2 2.8 -1.6
N 1.721 2.494 -1.572 -0.1 -2.9 -0.9
O 0.487 0.717 -2.479 3.4 0.8 1.5
H 3.639 1.423 -3.063 0.2 0.4 0.5
H 2.648 0.173 -3.656 0.1 -0.1 0.1
H 2.511 3.066 -1.784 0.1 0.4 0.2
H 0.855 2.906 -1.273 -0.1 0.1 0.2
N -2.225 -0.128 4.672 -0.4 0.2 0.2
C -2.631 1.003 3.915 -0.1 0.7 0.6
N -1.565 1.848 3.594 -1.3 -2.3 1.0
O -3.809 1.190 3.663 0.9 0.0 -0.1
H -1.384 -0.063 5.227 0.4 0.3 -0.4
H -2.962 -0.415 5.306 -0.2 0.0 -0.5
H -1.710 2.640 3.000 0.0 -0.1 -0.4
H -0.707 1.321 3.739 0.1 0.9 -0.7
N 4.178 0.660 0.310 -1.0 -0.1 1.0
C 3.594 0.812 1.550 0.9 0.6 2.7
N 2.803 -0.225 2.031 1.0 0.7 -1.6
O 3.878 1.763 2.343 -0.8 -1.5 -2.2
H 4.725 1.434 -0.001 0.2 0.1 -0.1
H 3.984 -0.154 -0.262 0.0 0.3 0.1
H 2.343 -0.115 2.909 -0.1 0.3 0.4
H 2.491 -0.941 1.402 0.1 0.0 -0.2
N -1.084 -1.708 -0.237 0.0 2.2 0.2
C -0.746 -0.693 0.669 1.4 -0.5 0.1
N 0.028 -1.132 1.739 -1.8 0.8 -0.9
O -1.007 0.508 0.479 0.2 -1.9 0.4
H -0.952 -2.675 -0.038 0.3 -0.3 0.1
H -1.100 -1.398 -1.205 -0.4 -0.2 0.2
H 0.600 -1.931 1.572 0.1 -0.3 0.3
H 0.154 -0.530 2.546 0.1 -0.2 -0.3
N -2.000 2.504 -2.455 -0.7 -1.9 1.6
C -3.289 2.037 -2.054 -0.3 2.3 -0.4
N -3.171 0.964 -1.192 0.1 0.2 -0.1
O -4.321 2.662 -2.403 2.0 -2.0 0.7
H -1.226 1.869 -2.227 -0.4 0.6 -0.6
H -1.834 3.364 -2.922 -0.4 0.3 -0.3
H -3.921 0.392 -0.852 -0.7 0.6 -0.4
H -2.348 0.852 -0.595 -0.1 0.2 -0.7
N -2.870 -4.556 -1.303 0.2 -1.5 -1.0
C -2.715 -5.752 -1.990 0.4 -0.6 -1.8
N -2.787 -6.953 -1.236 -0.1 2.0 0.0
O -2.513 -5.767 -3.220 -0.3 0.1 2.4
H -2.868 -4.475 -0.309 -0.2 0.1 0.2
H -3.046 -3.794 -1.929 0.0 0.4 0.3
H -3.561 -6.902 -0.583 0.2 -0.5 0.0
H -2.729 -7.774 -1.813 -0.2 0.0 -0.1
N -0.049 -0.377 -4.893 -1.9 -0.5 0.5
C -1.476 -0.314 -4.778 0.1 0.4 -0.5
N -2.124 -0.444 -6.022 -0.1 0.3 1.9
O -2.076 -0.129 -3.716 1.2 -0.9 -2.0
H 0.387 0.025 -4.071 -0.1 0.2 -0.1
H 0.326 -0.142 -5.787 0.1 0.2 -0.3
H -1.687 -0.666 -6.885 0.5 -0.2 -0.2
H -3.128 -0.457 -5.997 0.0 0.0 0.1
N 1.626 -1.883 -2.289 2.1 -1.6 1.4
C 2.719 -2.414 -1.578 -0.1 1.6 -0.4
N 3.405 -3.495 -2.130 -1.4 1.9 1.0
O 3.079 -1.791 -0.547 -0.4 -1.8 -1.2
H 1.388 -2.172 -3.217 -0.4 0.1 -0.2
H 1.262 -1.051 -1.850 -0.4 -0.1 -0.5
H 4.181 -3.870 -1.621 0.1 -0.1 -0.1
H 3.051 -3.879 -2.979 0.2 -0.5 -0.2
N 0.795 2.512 5.109 0.4 -0.5 0.1
C 1.234 1.223 5.179 0.3 0.9 0.8
N 2.038 0.962 6.264 -0.2 -1.0 -0.6
O 0.889 0.327 4.393 0.1 0.4 0.2
H 1.191 3.224 5.687 0.2 0.0 0.3
H 0.305 2.845 4.300 0.0 -0.1 -0.2
H 2.400 0.028 6.340 -0.1 0.0 -0.1
H 2.442 1.618 6.897 -0.1 0.6 -0.1
N 0.907 3.229 2.107 -0.6 0.0 0.3
C -0.158 3.980 1.608 1.0 0.1 -0.6
N -0.932 3.248 0.722 0.5 0.8 0.6
O -0.282 5.164 1.917 -0.3 -1.1 -0.5
H 1.654 3.683 2.595 0.0 0.3 0.0
H 1.094 2.273 1.857 -0.1 0.0 -0.3
H -1.556 3.709 0.083 -0.2 0.1 0.3
H -0.823 2.241 0.665 -0.1 0.2 0.0
```
Positions in Å, forces in eV/Å.

SMILES: NC(N)=O.NC(N)=O.NC(N)=O.NC(N)=O.NC(N)=O.NC(N)=O.NC(N)=O.NC(N)=O.NC(N)=O.NC(N)=O
Electronic energy (hartree): -2252.94641
LUMO energy (eV): -0.09
HOMO-LUMO gap (eV): 8.5


# 3
The following is a DFT calculation (ωB97M-V/def2-TZVPD) of 2 unconnected molecules or ions with the total composition C5H8S in a non-equilibrium geometry.

Geometry as XYZ:
```
14
Properties=species:S:1:pos:R:3:forces:R:3
C 0.979 -0.399 -0.413 2.7 1.5 0.3
C 0.216 0.592 -0.757 -1.0 0.5 -1.4
C -1.099 0.394 -1.480 0.4 -1.3 -1.1
S 0.521 2.320 -0.329 0.6 -0.8 -0.3
H 0.757 -1.383 -0.620 -0.6 -1.9 -0.7
H 1.953 -0.211 0.035 -0.3 -0.1 0.2
H -1.094 0.867 -2.473 0.2 0.2 0.4
H -1.398 -0.732 -1.770 0.5 2.5 1.5
H -1.687 1.031 -0.837 -1.7 -0.6 -0.2
H -0.651 2.383 0.277 -0.5 0.4 0.3
C 0.029 -0.742 2.211 0.1 -0.5 0.1
C 0.601 -1.721 1.885 0.5 -1.4 0.9
H -0.308 0.196 2.382 -1.1 2.1 0.4
H 1.182 -2.594 1.889 0.2 -0.7 -0.5
```
Positions in Å, forces in eV/Å.

SMILES: C=C(C)S.C#C
Electronic energy (hartree): -593.34828
LUMO energy (eV): 0.86
HOMO-LUMO gap (eV): 9.6


# 4
The following is a DFT calculation (ωB97M-V/def2-TZVPD) of a gas-phase ion, C3H7ClN5 (charge +1) in a non-equilibrium geometry.

Geometry as XYZ:
```
16
Properties=species:S:1:pos:R:3:forces:R:3
H 0.318 3.222 -0.230 -0.2 -0.2 -0.1
N 0.689 2.409 -0.719 0.6 1.3 -0.9
C 0.448 1.271 -0.347 -0.3 -1.8 1.5
C 1.084 0.007 -0.898 1.1 1.0 0.4
C 0.798 -1.255 -0.193 -0.7 -1.3 0.2
N 1.357 -2.409 -0.283 -1.4 2.9 -0.2
H 0.707 -3.063 0.135 0.4 -0.8 0.4
N -0.489 -1.134 0.510 -0.7 -2.6 1.0
N -1.129 -0.069 0.975 1.6 1.3 -4.2
Cl -2.666 0.233 -0.427 -0.1 0.1 0.4
N -0.316 1.047 0.879 -0.3 -1.7 1.0
H 0.734 -0.094 -1.900 0.0 -0.2 -1.0
H 2.157 0.180 -0.892 0.1 0.0 -0.4
H -1.133 -1.932 0.452 0.5 0.3 0.1
H -1.845 -0.267 1.661 0.1 0.6 1.0
H -0.714 1.854 1.276 -0.8 1.1 0.6
```
Positions in Å, forces in eV/Å.

SMILES: [H]/N=C1/C/C(=N/[H])N[NH+](Cl)N1
Electronic energy (hartree): -852.05927
LUMO energy (spin up / spin down) (eV): -6.79 / -6.79
HOMO-LUMO gap (spin up / spin down) (eV): 8.0 / 8.0
Total charge: +1


# 5
The following is a DFT calculation (ωB97M-V/def2-TZVPD) of a molecular structure, CH10FeO8 in a non-equilibrium geometry.

Geometry as XYZ:
```
20
Properties=species:S:1:pos:R:3:forces:R:3
Fe 14.453 -1.404 6.840 1.7 0.3 3.4
C 15.928 -0.768 9.657 2.3 1.7 4.3
O 16.691 0.188 9.530 2.1 3.5 -2.8
O 15.774 -1.113 10.849 -2.5 -2.7 0.4
O 15.511 -1.333 8.594 -3.4 -2.8 -4.8
O 12.558 -1.825 7.687 -0.7 -0.1 -0.3
H 11.725 -1.542 7.308 -0.3 0.2 0.0
H 12.311 -2.304 8.478 0.4 -0.1 0.6
O 13.360 -1.578 4.961 -0.3 0.0 -0.3
H 13.614 -1.598 4.039 0.3 0.0 -0.3
H 12.408 -1.479 4.946 -0.3 0.0 0.0
O 14.856 -3.435 6.609 0.0 -0.7 -0.4
H 14.439 -4.206 6.994 -0.2 -0.1 0.4
H 15.312 -3.770 5.837 0.3 0.0 -0.2
O 14.023 0.648 6.733 -0.4 0.5 -0.3
H 13.261 1.134 6.418 -0.3 0.1 0.0
H 14.734 1.289 6.731 0.7 0.1 0.4
O 16.216 -1.013 5.768 0.4 0.0 -1.0
H 16.505 -0.974 4.856 -0.1 0.1 -0.3
H 17.017 -0.901 6.279 0.3 0.1 1.0
```
Positions in Å, forces in eV/Å.

<S²>: 6.012
Electronic energy (hartree): -1909.64920
LUMO energy (spin up / spin down) (eV): -1.51 / -1.50
HOMO-LUMO gap (spin up / spin down) (eV): 2.9 / 2.8
Spin multiplicity: 5


# 6
The following is a DFT calculation (ωB97M-V/def2-TZVPD) of 2 unconnected molecules or ions with the total composition C5H11N2 in a non-equilibrium geometry.

Geometry as XYZ:
```
18
Properties=species:S:1:pos:R:3:forces:R:3
C 0.142 2.135 -1.073 -3.1 -0.3 0.6
C 1.262 1.561 -0.948 1.7 -3.1 1.6
C -0.799 -0.106 2.400 -1.1 -1.2 1.6
C 0.126 -0.122 -2.358 -1.8 -1.5 0.9
C -0.748 -0.933 1.190 -3.7 1.3 -1.0
N 0.292 -1.706 1.021 4.8 -1.9 1.4
N 0.099 0.611 -1.080 2.6 5.9 -1.1
H -0.571 2.974 -1.040 0.5 -0.7 -0.2
H 2.338 1.378 -0.723 -1.1 0.5 -0.5
H -0.525 0.904 2.053 -0.2 0.2 1.3
H -0.113 -0.590 3.237 -1.1 1.4 -1.8
H -1.865 -0.232 2.839 1.7 1.0 -0.6
H 0.503 -1.075 -1.942 -0.4 -0.2 -1.3
H -0.928 -0.124 -2.787 1.6 -0.4 0.5
H 0.848 0.375 -2.983 0.1 -0.1 -0.4
H -1.301 -0.705 0.192 0.7 -0.2 2.1
H 0.331 -2.236 0.223 0.1 -1.6 -2.0
H 0.907 -2.108 1.777 -1.5 0.9 -1.0
```
Positions in Å, forces in eV/Å.

<S²>: 2.007
Electronic energy (hartree): -306.07350
LUMO energy (spin up / spin down) (eV): -4.42 / -7.72
HOMO-LUMO gap (spin up / spin down) (eV): 4.4 / 6.7
Spin multiplicity: 3
Total charge: +1


Energy above the lowest of the compared OMol25 structures with the same formula, charge and spin / kJ/mol: 180.6 190.5 367.4 483.7 311.4 433.5